(1)
Formula: C19H44N6PdS
Source: the OMol25 dataset
Level of theory: the ωB97M-V functional and the def2-TZVPD basis

## Properties
**Frontier orbital gap**: 7.462 eV
**Total charge**: +2

```
71
Properties=species:S:1:pos:R:3:lowdin_charge:R:1
Pd -1.648 0.028 0.038 0.740
C -3.061 -2.234 2.262 -0.159
C -2.080 -1.206 2.805 -0.171
N -2.035 0.101 2.086 -0.173
C -3.251 0.933 2.325 -0.161
C -3.256 2.135 1.418 -0.190
N -3.256 1.679 0.027 -0.122
C -2.798 2.703 -0.925 -0.207
C -2.933 2.202 -2.346 -0.159
C -1.829 1.242 -2.775 -0.173
N -1.766 -0.066 -2.052 -0.146
C -2.911 -0.955 -2.408 -0.169
C -2.938 -2.160 -1.511 -0.191
N -3.100 -1.708 -0.129 -0.125
C -2.732 -2.721 0.871 -0.205
H -3.037 -3.085 2.943 0.135
H -4.090 -1.861 2.299 0.116
H -2.329 -1.007 3.851 0.136
H -1.068 -1.612 2.780 0.117
H -1.224 0.608 2.435 0.082
H -4.131 0.314 2.148 0.119
H -3.284 1.258 3.367 0.142
H -4.100 2.789 1.648 0.141
H -2.344 2.715 1.575 0.133
H -4.183 1.367 -0.244 0.128
H -3.345 3.641 -0.789 0.134
H -1.748 2.905 -0.709 0.120
H -3.925 1.766 -2.505 0.115
H -2.881 3.057 -3.021 0.134
H -1.947 1.032 -3.841 0.135
H -0.864 1.726 -2.637 0.102
H -0.910 -0.530 -2.342 0.121
H -3.832 -0.381 -2.304 0.118
H -2.839 -1.269 -3.451 0.142
H -3.719 -2.857 -1.823 0.141
H -1.985 -2.690 -1.575 0.132
H -4.057 -1.412 0.035 0.129
H -3.230 -3.673 0.664 0.135
H -1.657 -2.890 0.787 0.113
C 4.956 -1.171 1.729 -0.103
C 4.135 -2.248 2.440 -0.241
C 2.618 -2.043 2.391 -0.206
C 1.950 -2.421 1.076 -0.193
N 2.338 -1.586 -0.071 0.032
C 1.853 -0.394 -0.393 -0.702
S 0.646 0.377 0.605 0.689
N 2.384 0.223 -1.443 0.027
C 2.040 1.543 -1.992 -0.199
C 3.272 2.229 -2.571 -0.189
C 4.160 2.927 -1.541 -0.244
C 4.762 2.015 -0.474 -0.106
H 6.012 -1.262 1.985 0.082
H 4.631 -0.171 2.027 0.074
H 4.892 -1.233 0.640 0.051
H 4.432 -2.267 3.490 0.113
H 4.383 -3.236 2.038 0.113
H 2.378 -1.002 2.630 0.094
H 2.149 -2.665 3.158 0.118
H 0.867 -2.376 1.166 0.074
H 2.220 -3.443 0.807 0.132
H 3.111 -1.930 -0.621 0.150
H 3.133 -0.253 -1.927 0.153
H 1.604 2.138 -1.192 0.088
H 1.285 1.410 -2.770 0.102
H 2.925 2.965 -3.298 0.119
H 3.861 1.498 -3.140 0.120
H 3.583 3.722 -1.058 0.114
H 4.969 3.419 -2.083 0.115
H 3.997 1.568 0.167 0.050
H 5.433 2.577 0.175 0.083
H 5.348 1.207 -0.925 0.079
```

---

(2)
Formula: C19H19Cl2F2N4O7
Source: the OMol25 dataset
Level of theory: the ωB97M-V functional and the def2-TZVPD basis

## Properties
**Frontier orbital gap**: 1.695 eV
**Total charge**: -1

```
53
Properties=species:S:1:pos:R:3:lowdin_charge:R:1
C 2.430 -1.245 0.056 -0.082
O 2.149 -0.638 -1.241 -0.184
C 0.918 -1.203 -1.731 -0.151
N -0.280 -0.315 -1.390 -0.050
N 0.077 0.823 -0.779 0.154
C -1.068 1.570 -0.506 -0.165
C -0.745 3.002 0.191 -0.135
C 0.706 3.574 -0.228 -0.285
N 1.687 3.155 0.835 -0.024
C -2.545 1.275 -0.743 0.040
C -2.842 -0.084 -1.458 -0.070
C -4.329 -0.540 -1.789 -0.607
Cl -5.069 -1.675 -0.532 0.583
C -5.287 0.787 -1.799 -0.674
C -5.025 1.739 -3.062 -0.135
Cl -7.020 0.122 -2.023 0.501
C -1.540 -0.809 -1.759 -0.107
N -1.617 -2.127 -2.452 0.119
C -2.151 -3.191 -1.608 -0.339
O -2.463 -4.337 -1.942 0.151
F -2.262 -2.883 -0.207 0.031
C -2.230 -2.038 -3.768 -0.326
O -3.218 -2.646 -4.196 0.136
F -1.638 -1.076 -4.663 0.050
H 3.072 -0.558 0.706 0.085
H 2.994 -2.225 -0.140 0.107
H 1.488 -1.494 0.662 0.104
H 0.981 -1.302 -2.867 0.146
H 0.752 -2.241 -1.246 0.141
H -1.529 3.760 -0.182 0.103
H -0.773 2.912 1.344 0.127
H 0.716 4.723 -0.248 0.108
H 0.993 3.222 -1.276 0.107
H 2.147 4.028 1.160 0.066
H 2.458 2.599 0.424 0.071
H -3.339 2.014 -0.411 0.098
H -4.479 -1.025 -2.809 0.098
H -5.290 1.331 -0.799 0.098
H -6.014 2.241 -3.388 0.076
H -4.334 2.614 -2.765 0.084
H -4.586 1.134 -3.924 0.089
C 6.154 -1.516 4.491 0.055
C 5.942 -0.756 3.374 -0.420
C 4.513 -0.235 3.250 -0.350
O 4.131 0.523 2.362 0.007
C 3.524 -0.671 4.251 0.062
C 3.733 -1.443 5.362 -0.409
C 5.186 -1.876 5.544 -0.354
O 5.599 -2.509 6.509 0.039
O 2.889 -1.811 6.211 0.013
O 6.769 -0.452 2.481 -0.004
H 7.144 -1.921 4.669 0.111
H 2.522 -0.309 4.045 0.111
```

---

(3)
Formula: C25H32As2F3N2Pd
Source: the OMol25 dataset
Level of theory: the ωB97M-V functional and the def2-TZVPD basis

## Properties
**Frontier orbital gap**: 8.200 eV
**Relative energy (zero: lowest compared OMol25 entry of this formula, charge and spin)**: 0.0 kJ/mol
**Total charge**: +1

```
65
Properties=species:S:1:pos:R:3:lowdin_charge:R:1
Pd -0.423 -0.602 0.462 0.444
C -0.705 2.568 2.535 -0.237
As -1.517 1.209 1.437 1.105
C -2.939 0.574 2.596 -0.243
C -2.446 2.178 0.037 -0.403
C -2.811 3.511 0.186 -0.090
C -3.500 4.160 -0.828 -0.057
C -3.839 3.475 -1.986 -0.057
C -3.481 2.142 -2.135 -0.096
C -2.774 1.490 -1.132 -0.416
As -2.231 -0.367 -1.315 1.099
C -1.671 -0.443 -3.175 -0.270
C -3.945 -1.282 -1.425 -0.267
H -1.485 3.179 2.985 0.041
H -0.040 3.189 1.941 0.020
H -0.128 2.074 3.314 0.037
H -3.659 1.374 2.761 0.043
H -2.510 0.265 3.548 0.036
H -3.433 -0.280 2.138 0.023
H -2.558 4.054 1.088 0.100
H -3.772 5.201 -0.713 0.115
H -4.380 3.978 -2.777 0.115
H -3.756 1.623 -3.045 0.101
H -2.491 -0.162 -3.834 0.031
H -1.362 -1.458 -3.420 0.024
H -0.830 0.230 -3.326 0.034
H -4.627 -0.705 -2.048 0.035
H -4.374 -1.402 -0.432 0.025
H -3.797 -2.266 -1.868 0.031
C 3.184 2.238 -1.924 -0.098
N 2.915 2.037 -0.512 -0.265
C 2.029 3.058 0.003 -0.096
C 2.390 0.707 -0.276 -0.204
C 2.246 0.364 1.192 -0.273
C 3.361 0.528 2.014 -0.034
C 3.325 0.175 3.353 -0.070
C 2.159 -0.353 3.892 -0.085
C 1.040 -0.518 3.085 -0.151
C 1.076 -0.172 1.736 -0.318
H 3.626 3.220 -2.080 0.088
H 2.268 2.171 -2.536 0.086
H 3.888 1.485 -2.279 0.087
H 2.435 4.045 -0.212 0.093
H 1.944 2.953 1.084 0.070
H 1.016 2.997 -0.443 0.087
H 3.091 0.001 -0.734 0.128
H 1.420 0.569 -0.793 0.089
H 4.264 0.947 1.584 0.122
H 4.201 0.311 3.973 0.108
H 2.119 -0.636 4.936 0.107
H 0.136 -0.933 3.518 0.092
F 3.526 -5.950 -1.888 0.165
C 2.368 -6.188 -1.259 -0.595
F 2.637 -6.935 -0.182 0.165
F 1.595 -6.906 -2.078 0.157
C 1.708 -4.889 -0.859 -0.085
C 2.327 -4.071 0.070 0.041
C 1.721 -2.878 0.415 -0.074
N 0.559 -2.473 -0.117 -0.022
C -0.033 -3.285 -1.001 -0.115
C 0.500 -4.495 -1.402 0.032
H 3.265 -4.350 0.528 0.139
H 2.176 -2.220 1.141 0.105
H -0.981 -2.953 -1.397 0.070
H -0.021 -5.110 -2.120 0.130
```

---

(4)
Formula: C6H10
Source: the OMol25 dataset
Level of theory: the ωB97M-V functional and the def2-TZVPD basis

## Properties
**Frontier orbital gap**: 10.234 eV
**Relative energy (zero: lowest compared OMol25 entry of this formula, charge and spin)**: 344.4 kJ/mol
**SMILES string**: C=C(C)C.C#C

```
16
Properties=species:S:1:pos:R:3:lowdin_charge:R:1
C 2.205 2.463 0.205 0.008
C 2.769 1.404 -0.052 0.018
C 0.299 -1.372 0.108 -0.051
C -1.686 -0.286 -0.908 -0.104
C -0.553 0.901 0.870 -0.001
C -0.630 -0.180 0.152 -0.455
H 2.000 3.501 0.271 0.017
H 0.295 -1.537 -1.014 0.098
H 1.225 -1.356 0.531 0.033
H -0.350 -2.169 0.409 0.073
H -2.401 -1.202 -0.764 0.118
H -2.263 0.612 -1.063 0.063
H -1.330 -0.468 -1.898 0.055
H 0.329 0.948 1.514 0.054
H -1.240 1.756 0.623 0.087
H 2.930 0.433 -0.326 -0.012
```

---

(5)
Formula: C14H13F2N3O3
Source: the OMol25 dataset
Level of theory: the ωB97M-V functional and the def2-TZVPD basis

## Properties
**Frontier orbital gap**: 9.031 eV
**SMILES string**: O=C(O)CCCn1cc(NC(=O)c2c(F)cccc2F)cn1

```
35
Properties=species:S:1:pos:R:3:lowdin_charge:R:1
O -4.721 -2.098 -0.204 0.111
C -5.531 -1.249 -0.458 -0.535
O -6.842 -1.509 -0.544 0.106
H -7.014 -2.449 -0.379 0.131
C -5.245 0.209 -0.720 -0.104
H -5.646 0.445 -1.708 0.130
H -5.812 0.796 0.006 0.130
C -3.759 0.546 -0.652 -0.164
H -3.205 -0.126 -1.310 0.121
H -3.606 1.570 -0.994 0.119
C -3.206 0.414 0.772 -0.136
N -1.837 0.845 0.831 -0.175
C -0.741 0.122 0.526 0.010
C 0.336 0.978 0.659 -0.209
C -0.228 2.206 1.045 -0.097
N -1.540 2.101 1.137 0.076
H 0.265 3.134 1.255 0.102
N 1.693 0.724 0.472 0.142
C 2.202 -0.463 0.062 -0.411
O 1.542 -1.448 -0.182 0.108
C 3.704 -0.457 -0.068 0.003
C 4.395 0.509 -0.793 -0.219
C 5.763 0.464 -0.987 -0.011
C 6.484 -0.580 -0.435 -0.065
C 5.842 -1.559 0.302 -0.004
C 4.469 -1.490 0.468 -0.215
F 3.870 -2.433 1.205 0.101
H 6.385 -2.377 0.746 0.120
H 7.552 -0.629 -0.579 0.110
H 6.240 1.238 -1.566 0.119
F 3.707 1.536 -1.335 0.076
H 2.306 1.512 0.622 0.151
H -0.780 -0.911 0.254 0.124
H -3.268 -0.626 1.098 0.124
H -3.774 1.052 1.454 0.130
```

---

(6)
Formula: C3H4N4
Source: the OMol25 dataset
Level of theory: the ωB97M-V functional and the def2-TZVPD basis

## Properties
**Frontier orbital gap**: 9.116 eV
**Relative energy (zero: lowest compared OMol25 entry of this formula, charge and spin)**: 369.0 kJ/mol
**SMILES string**: Nc1cncnn1

```
11
Properties=species:S:1:pos:R:3:lowdin_charge:R:1
N 0.353 -1.650 -1.154 0.092
C 0.185 -0.520 -0.347 -0.303
C -1.154 -0.046 0.501 -0.024
N -1.175 1.082 1.113 0.073
C 0.047 1.757 1.053 -0.224
N 1.130 1.394 0.442 0.011
N 1.207 0.282 -0.337 0.020
H -0.373 -2.315 -1.370 0.084
H 1.153 -1.666 -1.792 0.103
H -1.483 -1.004 0.271 0.067
H 0.109 2.686 1.619 0.101
```